1.
Formula: C15H25FI2NO2PS
Source: OMol25
Level of theory: ωB97M-V/def2-TZVPD

Geometry as XYZ:
```
48
Properties=species:S:1:pos:R:3:forces:R:3
C 0.7682 -1.3779 2.9601 -0.034 -0.211 0.095
C 1.5814 -1.6444 1.6875 0.198 -0.099 0.046
C 0.7710 -1.8711 0.4088 -0.297 -0.401 0.039
C 1.6869 -2.2704 -0.7520 0.049 -0.038 0.082
P -0.3706 -0.4604 -0.0330 1.340 1.272 0.294
C -0.7528 0.1404 -1.7292 -0.146 0.054 -0.205
C -0.0721 -0.5137 -2.9368 0.096 0.049 -0.010
C -0.4039 0.3000 -4.1839 -0.022 0.272 0.316
I -0.1332 -0.8121 -5.9665 0.060 -0.080 -0.177
C -1.5924 0.2010 1.1619 -0.557 -0.227 -0.032
C -2.1200 1.5948 0.7837 -0.025 -0.102 0.117
C -3.3213 1.9487 1.6650 -0.049 -0.283 -0.014
I -3.4240 4.0249 2.1184 -0.019 0.113 0.007
C 0.9782 0.8675 0.2848 -0.305 -0.225 0.053
C 1.1329 1.6162 1.4459 -0.146 -0.058 0.031
C 2.1906 2.5015 1.5402 -0.209 0.148 0.540
C 3.0679 2.6187 0.4922 0.484 0.156 -0.364
C 2.8569 1.8304 -0.6267 0.038 0.084 0.011
N 1.8413 0.9836 -0.7268 -0.027 -0.121 -0.323
S -2.0049 -2.1718 -0.5807 -0.085 -0.291 -0.390
O -3.2926 -1.6073 -0.9147 -0.085 -0.155 -0.099
O -1.4473 -3.2151 -1.4088 -0.266 -0.016 -0.080
F -2.2878 -2.9263 0.8373 -0.057 -0.136 0.325
H 0.7983 -0.3326 3.2703 -0.048 -0.098 -0.030
H -0.2762 -1.6802 2.8337 0.094 0.014 0.019
H 1.1523 -1.9739 3.7901 0.038 0.120 -0.020
H 2.1288 -2.5833 1.8260 -0.004 0.075 -0.067
H 2.3483 -0.8817 1.5230 -0.090 -0.025 0.082
H 0.1354 -2.7389 0.6019 -0.127 0.164 0.001
H 1.1239 -2.5313 -1.6439 -0.004 0.029 -0.003
H 2.2280 -3.1693 -0.4423 0.001 0.081 -0.008
H 2.4152 -1.4918 -0.9765 -0.051 0.008 -0.065
H -0.5133 1.2071 -1.7132 0.044 -0.076 0.041
H -1.8358 0.0483 -1.8493 0.035 0.005 0.054
H -0.4138 -1.5417 -3.0540 -0.007 0.004 0.057
H 1.0083 -0.5110 -2.7995 -0.041 -0.111 -0.020
H -1.4355 0.6487 -4.1819 -0.012 -0.138 -0.074
H 0.2461 1.1707 -4.2660 -0.061 -0.051 -0.006
H -2.4482 -0.4757 1.1878 0.092 -0.007 0.082
H -1.1631 0.1966 2.1644 0.042 0.073 -0.127
H -1.3433 2.3468 0.9006 0.062 -0.016 -0.117
H -2.4453 1.5867 -0.2568 0.057 0.161 0.015
H -3.2933 1.4292 2.6223 0.056 0.132 -0.027
H -4.2623 1.7053 1.1776 0.048 -0.025 0.039
H 0.4475 1.5188 2.2777 0.004 0.062 -0.099
H 2.3149 3.0964 2.4372 0.020 0.004 -0.024
H 3.9044 3.3067 0.5229 -0.057 -0.049 0.023
H 3.5262 1.8927 -1.4789 -0.030 -0.041 0.012
```
Positions in Å, forces in eV/Å.

## Properties
energy above the lowest of the compared OMol25 structures with the same formula, charge and spin = 0.0 kcal/mol
charge = 0
frontier orbital gap = 0.3445 Eh


2.
Formula: C2H10N6
Source: OMol25
Level of theory: ωB97M-V/def2-TZVPD

Geometry as XYZ:
```
18
Properties=species:S:1:pos:R:3:forces:R:3
C -2.2189 -1.7016 0.1855 0.893 -0.347 4.799
N -1.6757 -0.6790 -0.2341 0.175 0.923 -1.503
C -1.0539 0.4352 -0.1718 2.643 -1.186 0.753
N -1.6192 1.5796 0.0815 -2.011 0.691 0.022
N 0.3833 0.4198 -0.1599 -2.021 3.136 1.596
N 1.1609 1.5753 0.1335 -0.834 0.572 0.228
N 1.1051 -0.4814 -0.7262 0.771 -3.893 -1.520
N 2.0358 -1.1441 0.1793 4.082 0.572 -0.086
H -2.0964 -1.9731 1.3537 -0.558 0.481 -2.597
H -2.7808 -2.3156 -0.4280 -0.987 -1.399 -1.332
H -2.6337 1.6634 0.0511 0.085 -0.519 0.285
H -1.2455 2.4342 -0.2325 1.080 1.032 -0.322
H 1.2659 2.1471 -0.7011 0.061 0.080 -0.239
H 0.6749 2.1592 0.8139 0.363 -0.241 0.292
H 1.7162 -0.0975 -1.4195 0.285 0.153 -0.831
H 1.6476 -1.6981 0.8962 -1.619 -0.553 1.318
H 2.6909 -0.4005 0.6887 -1.298 -1.671 -1.259
H 2.6436 -1.9230 -0.3103 -1.109 2.170 0.396
```
Positions in Å, forces in eV/Å.

## Properties
energy above the lowest of the compared OMol25 structures with the same formula, charge and spin = 72.1 kcal/mol
charge = +2
frontier orbital gap = 0.3903 Eh


- Which formula does entry 2 have?
  C2H10N6


- Which formula does entry 2 have?
  C2H10N6


- Look up the frontier orbital gap of the first one.
  0.3445 Eh